# 1
This record from OMol25 describes 11 unconnected molecules or ions with the total composition C50H99N3O26P4S4 at a distorted geometry. The level of theory is wB97M-V/def2-TZVPD.

Its LUMO energy is -0.6 eV. The total energy is -7043.20439 Ha. For the HOMO-LUMO gap, the calculation gives 0.28668 Eh.

Each line ends with the Mulliken charge.
Geometry (Å):
C 5.83004 -0.67989 5.83817  -1.025
S 4.17982 -0.09848 5.40300  0.639
O 4.03614 1.28990 5.94262  -0.677
C 4.51722 0.07034 3.70536  -0.323
H 5.82885 -1.62804 5.34190  0.367
H 5.96602 -0.70053 6.94301  0.348
H 6.60726 -0.01335 5.43206  0.299
H 5.40536 0.73175 3.61605  0.609
H 3.66280 0.49185 3.23343  -0.603
H 4.66131 -0.93342 3.28716  0.355
C 2.43256 7.22011 0.13537  -1.119
S 2.18265 5.47632 0.23369  0.911
O 3.47217 5.02211 0.75777  -0.697
C 1.17144 5.46050 1.69735  -0.603
H 3.03396 7.40180 -0.76311  0.361
H 3.04688 7.47329 1.02655  0.230
H 1.49034 7.83620 0.12554  0.324
H 1.19362 4.42421 2.06013  -0.293
H 0.14737 5.56919 1.40603  0.401
H 1.53785 6.14569 2.46255  0.452
C -4.19430 -3.56629 -0.19432  0.692
S -5.50243 -4.65276 -0.67229  0.447
O -6.61276 -4.64173 0.36306  -0.649
C -6.02667 -3.78695 -2.16722  -0.746
H -3.67243 -3.29926 -1.08840  -0.432
H -3.64925 -4.07900 0.57520  -0.584
H -4.71604 -2.71425 0.17071  0.366
H -5.21429 -3.67374 -2.88982  0.164
H -6.19166 -2.74617 -1.74956  0.217
H -6.96822 -4.18068 -2.55729  0.397
C 5.45817 6.51718 3.54132  -0.599
S 4.24668 7.47585 4.46389  0.404
O 3.25847 8.02150 3.50500  -0.577
C 3.42293 6.24970 5.38217  -0.679
H 5.96382 5.95235 4.36426  0.366
H 6.18522 7.22858 3.12879  0.314
H 5.00828 5.87309 2.84068  0.005
H 2.79856 6.73342 6.06996  0.370
H 4.17680 5.71621 5.94856  0.390
H 2.91449 5.55832 4.71949  0.031
C 0.98199 1.68896 2.47973  -1.527
C 0.60984 1.47692 1.15425  0.595
C -0.34127 0.54199 0.87554  0.334
C -0.91954 -0.12703 1.91462  -0.086
C -0.48551 -0.07330 3.21602  -0.956
C 0.48209 0.91925 3.50041  -0.834
N -1.87060 -1.19571 1.62567  1.606
O -2.44393 -1.69113 2.54979  -0.792
O -2.05409 -1.51608 0.45465  -0.238
H 1.87615 2.34662 2.70509  0.889
H 0.98917 2.05070 0.35816  0.002
H -0.59468 0.44472 -0.18957  -0.382
H -0.88847 -0.76925 3.99352  0.510
H 0.85044 1.08610 4.49664  0.970
C -2.38570 4.44709 -1.80525  -0.823
C -3.65910 4.11879 -2.17294  -0.550
C -4.41582 3.31773 -1.35068  -0.467
C -3.82273 2.82855 -0.17172  -0.662
C -2.47688 3.09550 0.18253  0.856
C -1.73101 3.86997 -0.67301  -0.544
N -4.58075 1.85862 0.68233  1.006
O -3.90004 1.02611 1.27330  -0.479
O -5.79088 1.90343 0.74655  -0.623
H -1.83217 5.11814 -2.48395  0.306
H -3.98576 4.45332 -3.16082  0.384
H -5.44910 3.05017 -1.55943  0.524
H -2.10487 2.57616 1.06065  0.285
H -0.69250 3.91798 -0.44512  0.724
C -2.58773 0.45568 7.05550  -0.437
C -1.69753 1.38034 7.55304  -0.475
C -1.18043 2.35566 6.74984  -0.591
C -1.65347 2.47025 5.42759  -0.026
C -2.52581 1.52138 4.89861  -0.107
C -3.00080 0.54459 5.71032  -0.385
N -1.20482 3.49646 4.54760  1.103
O -1.66811 3.49392 3.40819  -0.565
O -0.46538 4.36681 4.92700  -0.667
H -2.93147 -0.35460 7.70939  0.388
H -1.28515 1.27116 8.60208  0.292
H -0.53287 3.19389 7.02573  0.489
H -2.77339 1.67757 3.88936  0.648
H -3.66805 -0.22777 5.35002  0.403
C 0.06007 -6.69344 5.78137  -1.077
C 0.82540 -5.37571 5.83904  -0.280
O 0.90186 -4.77187 4.55182  -0.208
P 0.09490 -3.51403 4.18834  0.061
O 0.09477 -2.37977 5.14231  -0.802
O 0.58871 -3.23224 2.75346  0.825
C 1.89272 -2.63189 2.54773  -0.518
C 2.14945 -2.52040 1.06769  -0.198
O -1.35276 -4.09098 3.87309  -0.174
C -1.38105 -5.08096 2.79800  0.607
C -2.74703 -5.72945 2.79000  -1.479
H 0.19819 -7.19173 6.75802  0.423
H -0.95899 -6.47293 5.60140  0.244
H 0.48418 -7.36675 5.00773  0.251
H 0.41969 -4.68175 6.64652  0.290
H 1.84882 -5.64053 6.15991  0.336
H 1.84387 -1.67665 3.02086  0.017
H 2.65132 -3.20249 3.12383  0.460
H 2.12033 -3.52081 0.49161  0.031
H 1.51163 -1.79173 0.55379  -0.171
H 3.16341 -2.09670 1.01599  0.453
H -1.09816 -4.70788 1.80696  -0.142
H -0.55463 -5.84301 2.97947  0.295
H -3.50487 -5.04642 2.39424  0.273
H -2.77044 -6.64650 2.21969  0.430
H -3.06641 -5.93433 3.81519  0.337
C 3.92608 1.22663 -0.13562  -0.446
C 3.03740 0.46020 -1.01282  0.907
O 3.10293 0.91926 -2.43955  -0.327
P 2.13383 2.16508 -2.88637  -0.352
O 1.19090 2.65593 -1.88911  0.688
O 3.07515 3.30182 -3.43604  -0.296
C 4.07663 3.92886 -2.75427  0.726
C 4.89743 4.84732 -3.58253  -1.522
O 1.48592 1.49246 -4.17101  -0.436
C 0.31523 2.02277 -4.81804  0.796
C 0.51039 3.47604 -5.28834  -1.459
H 3.53079 2.25886 0.03448  -0.097
H 3.92404 0.72389 0.86444  -0.307
H 4.93943 1.22140 -0.52166  0.480
H 3.26367 -0.59743 -1.15840  0.316
H 2.00214 0.53996 -0.68404  -0.752
H 3.55430 4.49547 -2.02737  -0.221
H 4.67217 3.14739 -2.24294  0.051
H 5.39670 4.32494 -4.36297  0.458
H 4.24583 5.57412 -4.12882  0.337
H 5.72357 5.35321 -2.94809  0.312
H 0.09058 1.34939 -5.68319  0.294
H -0.47442 2.00814 -4.04941  -0.561
H 0.64789 4.15298 -4.47704  0.280
H 1.32627 3.47656 -5.96961  0.356
H -0.38957 3.69180 -5.87724  0.492
C -2.26133 0.70367 -2.36634  1.711
C -3.34411 0.06010 -3.20261  0.041
O -3.26582 0.72927 -4.47371  0.382
P -3.17983 0.10705 -5.93565  -0.252
O -2.41288 0.98895 -6.79896  -0.751
O -2.57981 -1.28987 -5.80584  0.085
C -2.24604 -2.17132 -6.92140  -0.488
C -1.24288 -3.15409 -6.47034  -0.872
O -4.67727 -0.16795 -6.42519  -0.310
C -5.54569 0.93936 -6.35942  0.218
C -6.91879 0.43693 -6.65540  -1.460
H -1.25972 0.46402 -2.71638  -0.607
H -2.39301 1.75669 -2.31294  -0.077
H -2.52088 0.20122 -1.40243  -0.394
H -3.13013 -1.05222 -3.34415  -0.346
H -4.32364 0.19073 -2.69243  0.329
H -3.17380 -2.67615 -7.18219  0.242
H -1.98756 -1.55343 -7.76810  0.464
H -1.52844 -3.69508 -5.55516  0.069
H -1.05630 -3.82995 -7.28892  0.513
H -0.27621 -2.60847 -6.35869  0.171
H -5.46659 1.39644 -5.33975  0.053
H -5.20298 1.67601 -7.14959  0.219
H -6.93820 -0.13771 -7.53498  0.381
H -7.35505 -0.27433 -5.95108  0.334
H -7.68635 1.20184 -6.64215  0.397
C -0.13663 -6.65990 -1.50695  -0.613
C 1.26398 -6.72399 -2.04845  -0.400
O 2.00720 -5.44492 -1.86353  -0.397
P 1.72120 -4.22357 -2.82662  0.389
O 0.88224 -4.40739 -4.01073  -0.620
O 1.09174 -3.01645 -1.96256  0.195
C -0.19455 -2.39268 -2.40103  0.782
C -1.33719 -3.39135 -2.54646  0.929
O 3.21602 -3.75991 -2.98361  -0.422
C 3.44414 -2.38319 -3.58323  0.448
C 4.89833 -2.13095 -3.88001  -1.400
H -0.43068 -7.70186 -1.31878  0.468
H -0.12222 -5.96813 -0.64667  -0.078
H -0.76089 -6.30530 -2.27178  0.176
H 1.86333 -7.50112 -1.54178  0.342
H 1.40566 -6.92009 -3.09399  0.366
H -0.42989 -1.63813 -1.65137  -0.548
H 0.01304 -1.84939 -3.31575  0.284
H -1.34272 -3.94023 -1.61122  -0.053
H -2.21153 -2.64025 -2.66710  -1.413
H -1.24936 -4.13358 -3.33679  0.420
H 2.87434 -2.50202 -4.51242  0.268
H 2.89808 -1.65504 -3.03820  -0.131
H 5.38119 -1.79584 -2.90652  0.233
H 5.32412 -3.09861 -4.13653  0.468
H 5.00567 -1.38853 -4.71674  0.310

# 2
This record from OMol25 describes a molecular structure, C51H102N2O13Rb at a distorted geometry. The level of theory is wB97M-V/def2-TZVPD.

Its LUMO energy is 1.5 eV. The total energy is -3115.86748 Ha. For the HOMO-LUMO gap, the calculation gives 0.13447 Eh. Its net charge is -1.

Each line ends with the Mulliken charge.
Geometry (Å):
Rb 0.53195 2.18167 -3.18813  0.809
C 1.89304 0.88299 1.89650  -0.902
C 1.94956 0.61165 0.32901  1.985
C 2.80737 -0.70913 0.08151  -0.398
C 2.04666 -2.11726 0.21042  -0.024
C 0.78162 -2.06001 -0.64048  -1.073
C -0.13350 -0.83860 -0.34048  2.106
N 0.60907 0.44387 -0.38522  1.090
O -0.30441 1.55640 -0.50589  -0.877
C -0.88053 -1.00962 1.03410  -0.986
C -1.17937 -0.81228 -1.50496  -1.806
C 2.76083 1.89668 -0.23694  -2.003
H 1.09415 1.56949 2.17682  0.378
H 2.85646 1.15736 2.32619  0.495
H 1.61681 -0.02495 2.43264  -1.061
H 3.58705 -0.76056 0.84147  -0.620
H 3.26269 -0.57085 -0.89913  0.517
H 1.77372 -2.40876 1.22463  -0.494
H 2.72713 -2.88979 -0.14769  0.623
H 0.17226 -2.94718 -0.46812  -0.119
H 1.04344 -2.04443 -1.69845  0.380
H -0.36541 -0.73181 1.95364  -0.375
H -1.28001 -2.00814 1.21149  0.316
H -1.74044 -0.34009 1.01436  0.337
H -2.06761 -0.24139 -1.23438  0.329
H -1.67615 -1.76516 -1.68753  0.055
H -0.77737 -0.42704 -2.44202  0.127
H 3.70303 2.00354 0.30058  0.213
H 2.21149 2.83809 -0.22798  0.307
H 3.03187 1.62066 -1.25599  0.451
C -2.04490 -0.19617 -5.27981  -1.547
C -2.25940 0.81050 -6.38539  2.164
C -3.23334 0.15866 -7.40903  -1.173
C -3.80437 1.10122 -8.50126  -0.880
C -4.57817 2.14991 -7.74852  -1.110
C -3.85266 2.98478 -6.68478  1.516
N -2.93438 2.11471 -5.95257  0.416
O -2.23502 2.72288 -4.85173  -0.760
C -4.93532 3.73338 -5.85159  -1.704
C -2.96751 3.96965 -7.43150  -1.753
C -0.95182 1.08345 -7.18471  -1.950
H -1.78151 -1.17089 -5.69047  0.455
H -2.99720 -0.16804 -4.75025  0.392
H -1.25949 0.06792 -4.57166  -0.285
H -4.07311 -0.37072 -6.95886  0.190
H -2.67988 -0.60779 -7.95155  0.424
H -4.38329 0.52507 -9.22307  0.412
H -3.16576 1.54916 -9.26260  0.414
H -5.42499 1.67853 -7.24973  0.286
H -4.89315 2.72718 -8.61780  0.386
H -5.60193 4.47259 -6.29577  0.338
H -4.50674 4.40447 -5.10724  0.344
H -5.42400 2.94526 -5.27874  0.360
H -3.40537 4.54646 -8.24616  0.391
H -2.08484 3.54655 -7.91106  0.345
H -2.38771 4.63491 -6.79168  0.319
H -1.10145 1.32776 -8.23639  0.271
H -0.14310 0.36538 -7.04892  0.375
H -0.42981 1.94467 -6.76769  0.411
C -4.55684 -2.39855 -1.23374  -0.589
C -4.86962 -1.85993 -2.66377  0.895
O -5.50696 -0.85126 -2.76190  -0.587
C -4.19395 -2.52293 -3.80453  -0.805
H -5.34819 -3.06378 -0.88830  0.522
H -4.55749 -1.65782 -0.43409  0.036
H -3.68500 -3.05171 -1.19664  -0.104
H -3.11315 -2.39223 -3.75067  0.002
H -4.50381 -2.09556 -4.75818  0.243
H -4.42737 -3.58604 -3.74615  0.484
C 3.65134 -4.01366 5.11224  -1.190
C 2.54880 -3.25686 4.40462  0.450
O 1.75237 -3.91549 3.68559  -0.502
C 2.54374 -1.76797 4.66602  0.124
H 3.63638 -3.99367 6.20195  0.354
H 4.62335 -3.72625 4.71137  0.189
H 3.39938 -5.05448 4.90899  0.388
H 1.80989 -1.31781 3.99750  -0.290
H 3.45369 -1.19980 4.47292  0.335
H 2.22928 -1.66248 5.70433  0.107
C 6.79753 5.58870 -1.97835  -0.935
C 6.65449 4.39686 -2.83875  0.594
O 7.40911 4.23708 -3.77581  -0.582
C 5.76828 3.23391 -2.46693  -0.758
H 5.81640 6.00270 -1.74577  0.267
H 7.36507 6.37129 -2.48188  0.319
H 7.33153 5.24316 -1.09317  0.266
H 6.08634 2.27399 -2.87373  0.431
H 4.73682 3.35863 -2.79655  0.232
H 5.79866 3.02484 -1.39760  0.196
C -4.48132 1.84563 2.09340  -0.653
C -5.31195 1.51083 0.88683  0.476
O -4.83713 0.77043 0.02765  -0.500
C -6.61611 2.26429 0.74072  -1.312
H -5.15833 1.92227 2.94421  0.421
H -3.86384 2.73547 1.97090  0.381
H -3.92533 0.91509 2.20774  0.117
H -6.47474 3.31413 0.99752  0.357
H -7.31409 1.65668 1.31669  0.333
H -6.91045 2.19877 -0.30674  0.328
C -1.23736 -0.70691 6.67907  -0.521
C -2.00119 -1.86592 6.06697  0.409
O -2.91850 -2.39740 6.61942  -0.594
C -1.73460 -2.29994 4.59372  -0.262
H -1.29833 0.12859 5.98170  -0.074
H -0.20780 -1.03798 6.81514  0.151
H -1.70099 -0.46001 7.63415  0.393
H -0.87914 -2.95737 4.43854  0.174
H -1.60708 -1.37023 4.03921  0.031
H -2.60823 -2.85085 4.24534  0.283
C 5.82029 -2.12751 2.12478  -0.464
C 7.17123 -2.14834 1.37844  0.455
O 8.16322 -2.66821 1.92193  -0.590
C 7.18212 -1.61901 -0.07498  -0.971
H 5.19713 -2.86008 1.61183  0.301
H 5.38362 -1.13208 2.04390  0.112
H 5.98639 -2.47895 3.14311  0.257
H 8.10976 -1.81861 -0.61139  0.318
H 6.93429 -0.55855 -0.02909  0.261
H 6.32286 -2.09061 -0.55182  0.284
C 2.53035 4.50186 2.65687  -0.611
C 3.87881 4.78246 2.08588  0.634
O 4.90076 4.52545 2.70499  -0.636
C 3.96856 5.61445 0.79272  -0.787
H 2.01471 5.46128 2.69837  0.564
H 2.62758 4.24733 3.71226  -0.112
H 1.94732 3.77017 2.09757  0.241
H 4.02371 4.92248 -0.04766  0.008
H 4.76829 6.35141 0.86633  0.385
H 3.02109 6.13861 0.66767  0.326
C -2.53668 3.11027 5.55536  -1.020
C -1.43215 3.65277 4.64877  0.590
O -1.63031 4.36388 3.68048  -0.604
C 0.00428 3.29220 5.08063  -0.516
H -2.05689 2.64137 6.41445  0.315
H -3.30195 2.53230 5.03727  0.174
H -3.04989 3.97774 5.97035  0.338
H 0.42578 2.39524 4.62689  -0.002
H 0.02254 3.27174 6.17029  0.495
H 0.57965 4.17806 4.81174  0.247
C -0.94489 -5.61009 1.20448  0.039
C -2.07294 -5.95388 2.19853  0.677
O -1.86117 -6.68589 3.11878  -0.585
C -3.55258 -5.67232 1.77603  -1.027
H -0.29687 -4.85567 1.65059  -0.127
H -1.33218 -5.18431 0.27884  -0.281
H -0.44699 -6.55269 0.97712  0.438
H -3.66829 -6.14930 0.80278  0.267
H -3.80264 -4.61162 1.75407  0.256
H -4.19428 -6.06806 2.56324  0.360
C 3.74586 0.18848 7.54064  -1.264
C 2.85233 1.10511 6.60933  0.768
O 1.68009 1.31721 6.85668  -0.472
C 3.39371 1.89927 5.48392  -0.006
H 4.05567 -0.76315 7.10875  0.246
H 3.19048 -0.02000 8.45507  0.344
H 4.59080 0.75195 7.93647  0.401
H 2.66884 2.57350 5.02777  -0.581
H 3.89820 1.30284 4.72374  0.203
H 4.10321 2.58528 5.94664  0.482
C -1.15182 -5.34954 -4.48533  -1.196
C -1.27044 -5.40594 -2.96335  0.908
O -0.37017 -4.98402 -2.28253  -0.466
C -2.52163 -6.07554 -2.33911  -0.773
H -1.87415 -5.94955 -5.03881  0.366
H -0.19258 -5.75529 -4.80675  0.380
H -1.27597 -4.35765 -4.91987  0.121
H -2.13578 -6.97752 -1.86409  0.381
H -3.29470 -6.19420 -3.09832  0.391
H -2.97418 -5.54109 -1.50385  -0.096

Question: LUMO energy of number 1 (C50H99N3O26P4S4)?
Answer: -0.6 eV

Question: Among the records above, which one has the lowest LUMO energy?
Answer: C50H99N3O26P4S4